Entry 1:
27
Properties=species:S:1:pos:R:3:mulliken_charge:R:1 method="wB97M-V/def2-TZVPD" e_homo_ev=-12.7 gap_ha=0.2337 charge=+1 de_lowest_kj_mol=554.8 max_force_ev_per_a=0.72 lumo_ev=-6.292
Sn -0.1378 -0.5306 -1.8495 0.8574
Cl 3.8564 0.2096 4.1249 -0.0884
C 3.4256 0.0582 2.5025 0.5925
C 4.5486 -0.0209 1.4985 0.3573
Cl 6.1292 0.0876 2.0931 -0.0989
C 4.3238 -0.1734 0.1824 -0.0781
Cl 5.5345 -0.2823 -0.9972 -0.1049
C 2.9385 -0.2815 -0.2801 0.4494
O 2.5932 -0.4937 -1.4142 -0.5479
C 1.7963 -0.0892 0.7476 0.3668
O 0.6531 -0.0338 0.3191 -0.2694
C 2.1209 0.0185 2.1523 -0.2916
Cl 0.8269 0.1203 3.2479 -0.1004
F -5.2563 -1.5304 0.3365 -0.2953
C -4.3328 -0.9094 -0.4019 0.4465
C -3.1549 -1.5152 -0.9924 0.1660
F -3.2151 -2.0236 -2.2101 -0.2302
C -1.8733 -1.0811 -0.4261 0.4018
F -1.7963 -1.4623 0.9027 -0.3346
C -2.2944 0.3631 -0.5460 0.7327
O -1.6065 1.1016 -1.2947 -0.5618
C -3.7124 0.5534 -0.1247 0.1494
F -4.0532 1.4010 0.8466 -0.3209
C -4.5022 0.2055 -1.2664 -0.0278
F -4.5004 0.4532 -2.5456 -0.2164
O 0.8869 3.4672 -2.1564 -0.1636
C 0.8017 2.3884 -2.4487 0.2105

***

Entry 2:
9
Properties=species:S:1:pos:R:3:mulliken_charge:R:1 method="wB97M-V/def2-TZVPD" e_homo_ev="-8.1 / -8.0" gap_ha="0.2254 / 0.2260" de_lowest_kj_mol=343.0 max_force_ev_per_a=6.62 lumo_ev="-1.952 / -1.899"
O 2.3455 -0.4178 1.3631 -0.4750
C 1.3321 -0.4949 0.6637 -0.0855
H 1.1038 -1.4340 0.1087 0.2815
C -1.1717 -0.0095 -1.0348 -0.5154
C -0.4551 0.9225 -0.3618 -0.1871
C 0.2156 0.4266 0.7048 0.4995
O 0.3578 1.8856 1.0324 -0.3868
Sn -2.9643 -0.5556 -0.4647 0.4944
H -0.7638 -0.3230 -2.0114 0.3743

***

Entry 3:
24
Properties=species:S:1:pos:R:3:mulliken_charge:R:1 method="wB97M-V/def2-TZVPD" e_homo_ev=-18.5 gap_ha=0.4388 charge=+2 de_lowest_kj_mol=35.5 max_force_ev_per_a=1.96 lumo_ev=-6.559
C 2.1975 -2.7509 0.6106 -1.3028
C 0.9681 -1.9293 0.2454 0.0193
C 1.0340 -0.4259 0.6574 -0.7171
C -0.2758 0.2253 0.2161 -0.5017
C -0.2726 1.4362 -0.3369 -0.2890
N -1.4140 2.3175 -0.5228 -0.2474
N 0.8985 -1.9039 -1.2937 -0.3559
H 2.9547 -2.6815 -0.1744 0.4102
H 2.6455 -2.3043 1.4936 0.3456
H 1.9429 -3.7909 0.7887 0.3847
H 0.0716 -2.4875 0.5613 0.4027
H 1.9083 -0.0615 0.1237 0.3801
H 1.0965 -0.2580 1.7453 0.4181
H -1.1819 -0.3570 0.4309 0.3749
H 0.7025 1.8769 -0.4989 0.3730
H -1.5707 2.8774 0.3493 0.4510
H -2.2782 1.8157 -0.7359 0.4160
H -1.2365 2.9713 -1.2901 0.3776
H 0.1849 -1.2679 -1.6590 0.3135
H 0.7297 -2.8539 -1.6353 0.3680
H 1.7576 -1.5690 -1.7422 0.3756
H -4.0661 3.6584 0.2315 0.3145
H -3.5035 3.9405 1.6389 0.3192
O -3.2929 3.5223 0.7965 -0.6302

***

Entry 4:
15
Properties=species:S:1:pos:R:3:mulliken_charge:R:1 method="wB97M-V/def2-TZVPD" e_homo_ev=-7.5 gap_ha=0.3114 smiles=Cc1c[nH]c(N)c1 de_lowest_kj_mol=145.4 max_force_ev_per_a=1.25 lumo_ev=1.001
C -2.3152 -0.2563 -0.1651 -1.1669
C -0.9226 0.1434 0.3150 0.6554
C -0.3186 1.3174 -0.0975 -0.6256
N 1.0510 1.1217 -0.0487 -0.0845
C 1.3399 -0.1517 0.3597 0.2030
N 2.6208 -0.5989 -0.1127 -0.6299
C 0.1254 -0.7345 0.7715 -0.6495
H -2.2340 -0.4840 -1.2433 0.2273
H -2.7599 -1.1556 0.2806 0.3385
H -3.0414 0.5606 -0.1096 0.3209
H -0.7256 2.3261 -0.0380 0.3210
H 1.6975 1.6253 -0.6362 0.2845
H 3.0201 -1.4452 0.2821 0.2466
H 2.5003 -0.7767 -1.1099 0.2476
H -0.0377 -1.4914 1.5521 0.3118

***

Entry 5:
7
Properties=species:S:1:pos:R:3:mulliken_charge:R:1 method="wB97M-V/def2-TZVPD" e_homo_ev=-10.8 gap_ha=0.4217 smiles=c1nnn[nH]1 de_lowest_kj_mol=173.1 max_force_ev_per_a=2.32 lumo_ev=0.701
C -0.4526 0.9763 -0.0184 0.0048
H -0.9368 1.9626 0.0905 0.3776
H -1.9752 -0.6024 0.0310 0.2488
N 0.8241 0.8096 0.0164 -0.2304
N 1.0665 -0.4792 -0.0243 -0.2327
N -0.0694 -1.1287 0.0344 -0.2894
N -1.0173 -0.2329 -0.0281 0.1213

***

Entry 6:
47
Properties=species:S:1:pos:R:3:mulliken_charge:R:1 method="wB97M-V/def2-TZVPD" e_homo_ev="-10.2 / -10.1" gap_ha="0.1816 / 0.1667" charge=+1 de_lowest_kj_mol=14.5 max_force_ev_per_a=5.34 lumo_ev="-5.209 / -5.595"
O 2.6087 3.9033 4.9068 -0.2115
C 2.2771 3.0665 4.1904 0.2001
Sr 2.5259 -0.1250 0.3206 1.6451
O 0.4927 4.1087 -0.6601 -0.5176
C 1.6532 3.8061 -0.2916 0.3113
C 2.7754 3.1478 -0.9140 0.3667
O 2.9346 1.8334 -0.8150 -0.7368
C 3.9235 3.9071 -1.2983 0.2608
O 5.0867 3.8691 -1.4423 -0.2136
C 1.8386 3.8065 1.2001 0.6071
O 1.7411 4.4696 2.1636 -0.3056
H 3.7291 -0.3684 1.4803 -0.1041
O 0.3212 0.6442 0.9460 -1.0008
P -0.5063 -0.4031 0.1885 2.4731
C -1.6356 0.3101 -1.0308 0.3553
C -2.9667 -0.1069 -1.2302 -0.5954
C -3.7377 0.5189 -2.2182 -0.5894
C -3.2071 1.5036 -3.0529 -0.6435
C -1.8792 1.8868 -2.8548 -0.6231
C -1.1111 1.3667 -1.8063 0.0355
C 0.6448 -1.5339 -0.6013 -1.7480
C 1.2958 -2.5033 0.2071 0.5880
C 2.6334 -2.8044 -0.0808 -1.0692
C 3.2630 -2.2612 -1.2059 -0.1583
C 2.5625 -1.4072 -2.0704 -0.9857
C 1.2412 -1.0571 -1.7881 0.4594
C -1.5274 -1.3711 1.2900 0.1019
C -1.8508 -0.8860 2.5629 -0.6519
C -2.6391 -1.6836 3.3887 -0.6563
C -3.1188 -2.9197 2.9580 -0.5166
C -2.7919 -3.3851 1.6877 -0.7907
C -2.0020 -2.6143 0.8390 -0.2383
H -3.4162 -0.8634 -0.5821 0.3527
H -4.7763 0.2360 -2.3308 0.4109
H -3.8189 1.9979 -3.8119 0.4032
H -1.4284 2.6524 -3.4801 0.4082
H -0.1201 1.8040 -1.5590 0.1686
H 0.7405 -2.9958 1.0177 0.4153
H 3.1578 -3.5157 0.5635 0.3508
H 4.2903 -2.5518 -1.4490 0.4079
H 3.0272 -0.9809 -2.9668 0.3823
H 0.6826 -0.3772 -2.4331 0.5363
H -1.4598 0.0849 2.8929 0.3868
H -2.8615 -1.3387 4.3881 0.4216
H -3.7344 -3.5318 3.6048 0.4250
H -3.1186 -4.3581 1.3395 0.4245
H -1.7391 -2.9796 -0.1625 0.4578